Entry 1:
{
  "formula": "C28H28N2SiSr",
  "method": "ωB97M-V/def2-TZVPD",
  "homo_energy_ha": -0.2182,
  "total_energy_ev": -41182.203,
  "gap_ev": 4.763,
  "species": ["C", "C", "C", "H", "C", "C", "H", "H", "H", "H", "Sr", "C", "H", "H", "H", "Si", "C", "C", "H", "C", "H", "C", "H", "C", "H", "C", "H", "C", "C", "H", "C", "H", "C", "H", "C", "H", "C", "H", "H", "H", "C", "C", "C", "C", "N", "C", "C", "C", "C", "C", "C", "N", "H", "H", "H", "H", "H", "H", "H", "H"],
  "xyz": [[-3.2682, -1.2552, 2.4788], [-3.5902, -0.7522, 1.1914], [-2.9144, -1.5551, 0.2233], [-4.3281, 0.0248, 0.9742], [-2.1661, -2.5558, 0.9306], [-2.4043, -2.3624, 2.3192], [-2.0745, -3.0331, 3.1106], [-3.6938, -0.9118, 3.4198], [-3.0657, -1.5229, -0.8615], [-1.6713, -3.4227, 0.4787], [-0.3175, -0.2399, 0.9017], [4.0428, 0.5577, -1.4562], [3.5296, 0.5766, -2.4132], [5.0540, 0.1331, -1.5912], [3.5281, -0.1199, -0.7542], [0.4074, 0.8400, -2.1840], [0.1041, 2.5678, -2.9092], [-1.1856, 2.9724, -3.3104], [-2.0265, 2.2848, -3.1886], [-1.3981, 4.2132, -3.9276], [-2.3951, 4.4756, -4.2767], [-0.3408, 5.1075, -4.1201], [-0.4995, 6.0486, -4.6391], [0.9181, 4.7641, -3.6297], [1.7228, 5.4876, -3.7194], [1.1514, 3.5063, -3.0662], [2.1618, 3.2085, -2.7758], [0.5961, -0.1112, -3.8057], [0.4208, 0.4034, -5.1172], [0.2358, 1.4611, -5.2581], [0.4805, -0.4135, -6.2576], [0.2784, 0.0306, -7.2341], [0.7806, -1.7764, -6.1505], [0.8311, -2.4189, -7.0402], [0.9290, -2.3106, -4.8703], [1.1385, -3.3782, -4.7594], [0.7977, -1.5016, -3.7251], [0.8325, -1.9491, -2.7383], [4.2201, 1.5489, -1.0303], [1.8086, 0.8302, -1.3244], [1.6169, -3.7872, 3.2081], [1.6105, -3.5919, 4.5918], [1.0264, -2.4361, 5.1103], [0.5001, -1.4709, 4.2295], [0.5879, -1.6331, 2.8733], [1.0739, -2.7934, 2.3792], [-0.2172, -0.2627, 4.6966], [-0.3511, 0.0077, 6.0794], [-1.1041, 1.1064, 6.4936], [-1.7338, 1.8917, 5.5184], [-1.5581, 1.5584, 4.1625], [-0.7712, 0.5448, 3.7406], [2.0439, -4.6803, 2.7575], [2.0655, -4.3101, 5.2773], [0.9946, -2.2485, 6.1859], [1.0094, -2.9215, 1.2898], [0.1633, -0.6398, 6.7960], [-1.1721, 1.3305, 7.5585], [-2.3440, 2.7567, 5.7769], [-2.0711, 2.1270, 3.3814]]
}

---

Entry 2:
{
  "formula": "C30H31BeN5O3",
  "method": "ωB97M-V/def2-TZVPD",
  "homo_energy_ha": -0.2925,
  "total_energy_ev": -45611.582,
  "de_lowest_kcal_mol": 0.00,
  "gap_ev": 7.744,
  "species": ["Be", "C", "C", "C", "C", "C", "C", "C", "C", "N", "C", "O", "C", "C", "C", "C", "C", "N", "C", "O", "N", "C", "C", "C", "C", "C", "C", "C", "C", "H", "H", "H", "H", "H", "H", "H", "H", "H", "H", "H", "H", "H", "H", "H", "H", "H", "H", "H", "H", "H", "N", "C", "N", "C", "C", "C", "C", "C", "H", "H", "H", "H", "H", "H", "H", "H", "H", "H", "O", "C"],
  "xyz": [[0.5771, 0.8198, -0.6054], [0.8238, 2.8584, -3.2107], [0.9538, 1.4995, -3.8239], [0.5268, 1.2702, -5.1219], [0.6842, 0.0292, -5.7129], [1.3047, -0.9867, -5.0124], [1.7294, -0.7997, -3.7040], [2.3588, -1.9349, -2.9576], [1.5339, 0.4482, -3.1018], [1.7786, 0.6511, -1.7349], [2.9695, 0.4522, -1.1717], [4.0426, 0.1776, -1.6971], [2.8529, 0.6694, 0.3139], [3.9080, 0.8690, 1.1992], [3.6063, 1.1273, 2.5280], [2.2748, 1.2051, 2.9314], [1.2838, 1.0188, 1.9780], [1.5978, 0.7216, 0.7296], [-0.1769, 1.1654, 2.3025], [-0.6028, 0.7532, 3.3709], [-0.9341, 1.8158, 1.3861], [-2.2088, 2.3388, 1.7863], [-2.2771, 3.3550, 2.7415], [-1.0538, 3.8041, 3.4821], [-3.5129, 3.9348, 2.9968], [-4.6430, 3.5416, 2.3048], [-4.5661, 2.5094, 1.3897], [-3.3549, 1.8837, 1.1297], [-3.3095, 0.7375, 0.1620], [0.6040, 3.5958, -3.9790], [1.7496, 3.1348, -2.7067], [0.0252, 2.8840, -2.4701], [0.0567, 2.0727, -5.6715], [0.3452, -0.1364, -6.7249], [1.4431, -1.9515, -5.4799], [2.3060, -2.8515, -3.5418], [1.8644, -2.0847, -1.9967], [3.4041, -1.7069, -2.7563], [4.9253, 0.8279, 0.8380], [4.4002, 1.3009, 3.2423], [1.9945, 1.4232, 3.9499], [-0.2513, 4.0486, 2.7858], [-0.7083, 2.9956, 4.1265], [-1.2678, 4.6757, 4.0970], [-3.5889, 4.7065, 3.7479], [-5.5876, 4.0326, 2.4832], [-5.4586, 2.1795, 0.8753], [-4.3239, 0.4294, -0.0867], [-2.7667, -0.1081, 0.5873], [-2.8012, 1.0202, -0.7595], [-0.3042, -0.6595, -0.5382], [-0.4187, -1.7350, -0.1317], [-0.5634, -2.9047, 0.3714], [-0.8397, -4.0760, -0.4520], [-0.5692, -5.3346, 0.3637], [0.7522, -5.1817, 1.1067], [0.6574, -4.0605, 2.1530], [-0.4678, -3.0757, 1.8126], [-0.1858, -4.0540, -1.3289], [-1.8773, -4.0488, -0.8038], [-0.5230, -6.1897, -0.3076], [-1.3738, -5.5136, 1.0764], [1.5372, -4.9579, 0.3816], [1.0134, -6.1207, 1.5917], [1.6130, -3.5377, 2.2066], [0.4503, -4.4804, 3.1376], [-0.2791, -2.1063, 2.2805], [-1.4306, -3.4488, 2.1769], [-1.1775, 2.9707, -0.5397], [-0.5441, 2.0915, 0.0046]]
}

---

Entry 3:
{
  "formula": "C3H10O2",
  "method": "ωB97M-V/def2-TZVPD",
  "homo_energy_ha": -0.3744,
  "total_energy_ev": -7366.338,
  "smiles": "CCO.CO",
  "de_lowest_kcal_mol": 40.10,
  "gap_ev": 10.897,
  "species": ["C", "O", "H", "H", "H", "H", "C", "O", "C", "H", "H", "H", "H", "H", "H"],
  "xyz": [[-4.6618, -0.6259, 2.3189], [-3.7328, -1.0481, 3.3962], [-4.1030, -0.0361, 1.5739], [-5.5856, 0.0451, 2.5977], [-4.9685, -1.5698, 1.8186], [-2.9753, -0.4575, 3.3524], [3.3845, 0.8915, -1.4040], [4.3623, 0.1071, -2.2006], [2.0339, 0.2420, -1.5388], [3.4077, 1.8941, -1.8730], [3.9619, 0.8718, -0.3754], [3.8163, -0.5286, -2.7841], [1.7392, 0.2178, -2.5323], [1.2218, 0.7618, -1.0020], [2.0995, -0.7652, -1.3474]]
}

---

Entry 4:
{
  "formula": "C21H42BCrF4O21",
  "method": "ωB97M-V/def2-TZVPD",
  "homo_energy_ha": [-0.2874, -0.4433],
  "multiplicity": 9,
  "total_energy_ev": -105408.415,
  "total_charge": 1,
  "s2": 20.0198,
  "gap_ev": [5.577, 3.937],
  "species": ["Cr", "B", "F", "F", "F", "F", "C", "O", "C", "O", "O", "C", "H", "H", "H", "H", "H", "H", "C", "O", "C", "O", "O", "C", "H", "H", "H", "H", "H", "H", "C", "O", "C", "O", "O", "C", "H", "H", "H", "H", "H", "H", "C", "O", "C", "O", "O", "C", "H", "H", "H", "H", "H", "H", "C", "O", "C", "O", "O", "C", "H", "H", "H", "H", "H", "H", "C", "O", "C", "O", "O", "C", "H", "H", "H", "H", "H", "H", "C", "O", "C", "O", "O", "C", "H", "H", "H", "H", "H", "H"],
  "xyz": [[0.8799, -0.1910, 3.1411], [-0.5266, -0.6542, 0.7135], [0.7958, -0.5407, 0.8443], [-0.9889, -0.0443, -0.4547], [-0.8215, -1.9995, 0.6602], [-0.8926, 0.0664, 1.8495], [0.7890, -1.5767, -2.6311], [1.9926, -1.5994, -3.4021], [2.0483, -1.6409, -4.7319], [3.1373, -1.4447, -5.3649], [0.7910, -1.6272, -5.2646], [0.5610, -1.5125, -6.6151], [1.0197, -1.5090, -1.5679], [0.2622, -2.4645, -2.9810], [0.1772, -0.6980, -2.8348], [-0.2355, -2.2161, -6.8574], [1.4588, -1.8512, -7.1321], [0.3873, -0.4635, -6.8548], [1.8754, -4.0672, 4.7484], [0.4558, -4.1141, 4.5295], [-0.2802, -3.2330, 3.7946], [-0.0196, -2.0591, 3.4674], [-1.5392, -3.7255, 3.7753], [-2.5391, -3.0045, 3.0210], [2.0288, -3.5945, 5.7185], [2.3325, -3.4644, 3.9637], [2.4932, -4.9622, 4.8223], [-2.6324, -3.5778, 2.0987], [-2.2327, -2.0239, 2.6568], [-3.5607, -3.0028, 3.4011], [0.8959, 2.3307, -0.1535], [1.7186, 3.1599, 0.6964], [1.9722, 2.6660, 1.9542], [1.7822, 1.5177, 2.3735], [2.6477, 3.6032, 2.7010], [2.9707, 3.3448, 4.0448], [1.1289, 2.8190, -1.0997], [-0.1576, 2.4839, 0.0803], [1.2049, 1.2857, -0.1802], [3.8522, 2.7531, 4.2916], [2.1880, 2.8039, 4.5765], [3.1902, 4.2660, 4.5846], [0.7013, 5.3332, -5.3627], [0.2578, 4.0465, -5.1275], [-0.2574, 3.7376, -4.0191], [-0.2226, 4.3715, -2.9652], [-0.6954, 2.4461, -4.0813], [-1.1811, 1.7393, -2.9908], [1.1205, 5.8692, -4.5111], [-0.0814, 5.8425, -5.9249], [1.5928, 5.1258, -5.9545], [-1.5283, 0.7504, -3.2903], [-2.0139, 2.2342, -2.4912], [-0.3752, 1.5050, -2.2953], [-4.6093, -0.8952, -6.2963], [-4.0419, -0.7279, -4.9807], [-3.7317, -1.7337, -4.2217], [-3.9518, -2.9297, -4.4694], [-3.2085, -1.2017, -3.1367], [-2.7865, -2.1060, -2.0835], [-5.4595, -1.5454, -6.0900], [-3.9158, -1.3187, -7.0228], [-4.9356, 0.0734, -6.6752], [-2.1600, -2.9406, -2.3983], [-3.6501, -2.4714, -1.5278], [-2.1780, -1.5831, -1.3457], [-2.3542, 3.0207, 2.7030], [-2.5407, 2.4381, 4.0077], [-1.6403, 1.6856, 4.6398], [-0.6194, 1.0606, 4.2104], [-1.9240, 1.6269, 5.9737], [-2.9818, 2.2329, 6.7136], [-2.8064, 4.0062, 2.5909], [-2.6820, 2.4172, 1.8566], [-1.3088, 3.0819, 2.4007], [-2.7019, 3.2743, 6.8730], [-3.0883, 1.8033, 7.7097], [-3.9151, 2.2351, 6.1505], [2.6529, -3.4097, 0.5029], [3.8082, -2.7371, 0.9131], [3.6759, -1.8294, 1.9088], [2.6236, -1.3828, 2.3583], [4.9200, -1.3697, 2.2122], [5.1381, -0.4774, 3.2675], [1.8901, -2.6895, 0.2070], [2.2759, -4.0332, 1.3136], [2.7017, -4.0136, -0.4032], [4.6152, -0.9309, 4.1095], [4.7575, 0.5402, 3.1794], [6.2049, -0.4089, 3.4806]]
}

---

Entry 5:
{
  "formula": "C9H11N6O2PtS",
  "method": "ωB97M-V/def2-TZVPD",
  "homo_energy_ha": [-0.7122, -0.7206],
  "multiplicity": 5,
  "total_energy_ev": -36591.532,
  "total_charge": 3,
  "s2": 6.0498,
  "gap_ev": [9.167, 5.498],
  "species": ["Pt", "O", "N", "N", "O", "C", "C", "C", "C", "C", "C", "H", "H", "H", "H", "H", "C", "C", "N", "N", "C", "S", "N", "N", "H", "H", "H", "H", "H", "H"],
  "xyz": [[0.0933, -0.3601, 0.2886], [-1.8099, -1.0769, 0.2893], [-2.3902, -1.4527, 1.3583], [-1.6517, -1.3249, 2.3851], [-0.4324, -0.8391, 2.3396], [-2.2379, -1.6538, 3.6521], [-1.6787, -1.1887, 4.7946], [-2.3350, -1.4934, 6.0139], [-3.4844, -2.3511, 6.0657], [-4.0392, -2.7970, 4.8991], [-3.4187, -2.4840, 3.6804], [-0.7895, -0.5763, 4.7707], [-1.9900, -1.0226, 6.9270], [-3.9133, -2.6254, 7.0209], [-4.9315, -3.4076, 4.9083], [-3.8049, -2.8975, 2.7573], [5.0652, -2.5557, 0.0346], [4.5133, -1.1949, 0.1618], [5.2019, -0.0929, 0.4290], [4.3192, 0.8974, 0.4451], [3.0692, 0.4852, 0.2175], [1.6319, 1.3795, 0.1984], [3.1910, -0.8501, 0.0295], [2.0824, -1.6417, -0.3035], [6.1449, -2.5142, 0.1629], [4.8479, -2.9865, -0.9461], [4.6520, -3.2145, 0.8039], [4.6389, 1.8507, 0.6140], [2.0683, -1.7770, -1.3173], [2.1676, -2.5557, 0.1413]]
}

---

Entry 6:
{
  "formula": "C7H10O",
  "method": "ωB97M-V/def2-TZVPD",
  "homo_energy_ha": -0.3399,
  "total_energy_ev": -9464.792,
  "smiles": "O[C@H]1CC[C@H]2CC=C21",
  "de_lowest_kcal_mol": 86.91,
  "gap_ev": 10.331,
  "species": ["C", "C", "C", "C", "C", "C", "C", "O", "H", "H", "H", "H", "H", "H", "H", "H", "H", "H"],
  "xyz": [[-1.0307, -1.7857, -0.1700], [-0.1654, -1.0599, 0.5678], [-2.0202, -0.5785, -0.2798], [0.1038, 1.1584, -0.1928], [1.4238, 0.7577, 0.4379], [-0.8756, 0.2633, 0.4411], [1.6174, -0.7613, 0.6541], [2.2515, -1.3861, -0.4435], [-1.2826, -2.7660, -0.4049], [-2.2351, -0.2649, -1.3370], [-2.9471, -0.6978, 0.3428], [-0.2548, 2.2542, 0.0226], [0.2059, 0.9263, -1.1872], [2.2499, 1.0917, -0.1123], [1.5615, 1.1144, 1.4983], [-1.3340, 0.5926, 1.3037], [2.2039, -1.1613, 1.5678], [1.5926, -1.6952, -1.0297]]
}